No. 1
# C35H64O20S5

A 9-piece molecular cluster, C35H64O20S5 overall (wB97M-V/def2-TZVPD, the OMol25 dataset).

```
! RIJCOSX wB97M-V def2-TZVPD def2/J DEFGRID3
* xyz 0 1
C 20.246 8.265 24.496
C 21.645 8.835 24.400
C 22.123 9.580 25.654
O 23.093 8.705 26.256
C 23.327 7.654 25.453
O 24.165 6.829 25.655
O 22.535 7.680 24.377
H 19.481 9.018 24.279
H 20.025 7.845 25.477
H 20.080 7.516 23.718
H 21.769 9.402 23.484
H 21.331 9.778 26.370
H 22.666 10.478 25.366
C 26.815 6.514 19.803
C 27.703 5.292 19.610
C 28.807 5.127 20.659
O 28.715 3.755 21.046
C 27.588 3.221 20.569
O 27.196 2.125 20.820
O 26.924 4.108 19.795
H 27.279 7.270 20.435
H 25.889 6.200 20.290
H 26.505 6.956 18.857
H 28.136 5.308 18.609
H 28.700 5.756 21.541
H 29.798 5.292 20.236
C 22.469 2.319 24.887
C 22.274 3.714 25.428
C 21.091 4.511 24.845
O 20.185 4.640 25.941
C 20.732 4.153 27.076
O 20.196 4.163 28.135
O 21.959 3.650 26.843
H 21.664 1.677 25.266
H 23.379 1.875 25.284
H 22.375 2.293 23.806
H 23.198 4.288 25.385
H 20.616 3.960 24.034
H 21.417 5.483 24.481
C 22.317 7.653 20.824
C 22.994 6.307 20.651
O 23.300 5.908 19.551
C 23.297 5.531 21.908
H 21.318 7.534 21.253
H 22.258 8.109 19.837
H 22.845 8.290 21.538
H 24.095 4.822 21.701
H 22.427 5.033 22.339
H 23.648 6.237 22.664
C 18.336 11.246 18.830
C 18.720 9.763 18.864
C 18.791 9.336 20.330
S 19.258 10.822 21.251
O 20.613 10.720 21.731
O 18.186 11.082 22.173
C 19.219 11.941 19.854
H 17.274 11.431 19.016
H 18.495 11.675 17.838
H 19.711 9.715 18.405
H 18.025 9.130 18.320
H 19.522 8.561 20.535
H 17.795 9.113 20.702
H 20.250 11.945 19.490
H 18.975 12.962 20.128
C 19.339 6.902 16.620
C 19.238 6.660 15.108
C 19.219 5.151 14.936
S 20.522 4.583 16.005
O 21.776 4.819 15.343
O 20.191 3.290 16.535
C 20.268 5.855 17.265
H 18.354 6.794 17.081
H 19.659 7.922 16.823
H 20.157 7.031 14.642
H 18.389 7.174 14.667
H 19.328 4.771 13.924
H 18.280 4.782 15.362
H 21.206 6.207 17.684
H 19.722 5.289 18.020
C 26.727 2.836 26.326
C 27.894 2.280 25.509
C 27.576 2.490 24.033
S 26.494 3.916 23.944
O 25.230 3.484 23.411
O 27.171 5.054 23.359
C 26.361 4.178 25.722
H 26.971 2.966 27.381
H 25.902 2.119 26.315
H 28.137 1.243 25.733
H 28.816 2.826 25.740
H 27.053 1.650 23.575
H 28.421 2.673 23.369
H 25.348 4.547 25.874
H 27.071 4.951 26.010
C 22.353 1.347 19.355
C 20.981 0.956 18.778
C 19.914 1.614 19.681
S 20.714 2.985 20.541
O 20.948 2.655 21.929
O 20.086 4.241 20.210
C 22.250 2.837 19.642
H 23.201 1.167 18.698
H 22.484 0.775 20.279
H 20.805 -0.117 18.815
H 20.906 1.335 17.761
H 19.619 0.939 20.483
H 19.060 1.989 19.125
H 23.087 3.292 20.161
H 22.012 3.353 18.708
C 27.014 8.239 23.451
C 27.355 9.189 24.598
C 26.112 10.030 24.887
S 25.530 10.463 23.255
O 26.163 11.671 22.802
O 24.087 10.386 23.212
C 26.216 9.022 22.416
H 26.433 7.378 23.788
H 27.943 7.791 23.093
H 28.110 9.904 24.251
H 27.738 8.701 25.490
H 26.329 10.940 25.442
H 25.361 9.462 25.437
H 26.768 9.327 21.529
H 25.321 8.495 22.085
*
```

Summary:
- SMILES: C[C@H]1COC(=O)O1.C[C@H]1COC(=O)O1.C[C@H]1COC(=O)O1.O=S1(=O)CCCC1.O=S1(=O)CCCC1.O=S1(=O)CCCC1.O=S1(=O)CCCC1.O=S1(=O)CCCC1.CC(C)=O
- Relative energy (zero: lowest compared OMol25 entry of this formula, charge and spin): 0.0 kcal per mole

***

No. 2
# C35H66ClF2N4O15

A 6-piece molecular cluster, C35H66ClF2N4O15 overall (wB97M-V/def2-TZVPD, the OMol25 dataset).

```
! RIJCOSX wB97M-V def2-TZVPD def2/J DEFGRID3
* xyz 1 1
C 1.100 -0.120 -1.432
C -0.103 0.729 -1.837
C -0.929 1.236 -0.654
N -0.721 2.655 -0.334
N 0.357 2.864 0.552
N 0.257 2.215 1.707
C 1.225 2.350 2.572
N 1.121 1.625 3.757
C 2.352 3.192 2.329
C 3.387 3.328 3.405
C 3.139 4.549 4.277
F 1.990 4.351 5.024
C 2.418 3.825 1.120
C 3.573 4.702 0.706
F 4.129 5.316 1.821
C 4.684 3.954 -0.059
C 4.370 2.549 -0.550
C 1.366 3.642 0.187
C 1.311 4.289 -1.155
C 0.404 5.522 -1.207
C 0.823 6.645 -0.280
Cl 2.124 7.622 -1.003
H 1.933 0.498 -1.093
H 1.449 -0.738 -2.253
H 0.832 -0.792 -0.619
H -0.763 0.114 -2.445
H 0.207 1.557 -2.470
H -1.991 1.135 -0.867
H -0.737 0.606 0.215
H -1.542 3.059 0.097
H 1.690 0.787 3.704
H 0.154 1.356 3.893
H 4.373 3.403 2.959
H 3.368 2.459 4.052
H 3.967 4.694 4.964
H 2.981 5.447 3.686
H 3.194 5.510 0.090
H 5.552 3.936 0.597
H 4.951 4.569 -0.914
H 4.030 1.889 0.244
H 3.653 2.552 -1.370
H 5.282 2.112 -0.949
H 2.311 4.591 -1.443
H 0.973 3.580 -1.903
H -0.630 5.251 -1.009
H 0.449 5.888 -2.229
H 1.205 6.288 0.675
H -0.002 7.315 -0.070
C -6.818 -0.794 -2.722
C -7.040 0.355 -1.767
O -6.648 0.015 -0.420
C -5.354 0.074 -0.163
O -4.480 0.417 -0.923
O -5.155 -0.320 1.099
C -3.780 -0.370 1.461
H -7.326 -1.690 -2.364
H -7.218 -0.544 -3.704
H -5.758 -1.020 -2.827
H -8.097 0.596 -1.688
H -6.507 1.252 -2.080
H -3.283 0.570 1.223
H -3.281 -1.196 0.954
H -3.753 -0.536 2.535
C -0.713 -6.649 3.231
C -1.157 -5.559 4.179
O -0.336 -4.377 4.051
C -0.622 -3.593 3.029
O -1.502 -3.735 2.220
O 0.251 -2.571 3.021
C 0.173 -1.788 1.836
H 0.344 -6.871 3.374
H -1.286 -7.557 3.418
H -0.867 -6.355 2.194
H -1.031 -5.864 5.214
H -2.200 -5.288 4.024
H -0.850 -1.467 1.646
H 0.548 -2.360 0.989
H 0.802 -0.911 1.982
C 4.369 -3.918 -2.850
C 3.344 -4.449 -3.828
O 2.177 -4.953 -3.154
C 1.302 -4.038 -2.757
O 1.388 -2.846 -2.919
O 0.308 -4.659 -2.122
C -0.710 -3.782 -1.641
H 4.620 -4.680 -2.112
H 5.277 -3.636 -3.382
H 3.989 -3.042 -2.326
H 3.734 -5.305 -4.372
H 3.045 -3.690 -4.549
H -1.093 -3.159 -2.446
H -0.315 -3.153 -0.845
H -1.500 -4.412 -1.245
C -9.777 -6.029 -4.696
C -11.117 -5.330 -4.665
O -11.529 -5.026 -3.321
C -10.969 -3.950 -2.780
O -10.187 -3.206 -3.315
O -11.430 -3.823 -1.536
C -10.894 -2.713 -0.812
H -9.798 -6.918 -4.064
H -9.539 -6.332 -5.715
H -8.986 -5.371 -4.338
H -11.902 -5.977 -5.050
H -11.106 -4.414 -5.254
H -11.024 -1.789 -1.371
H -9.838 -2.872 -0.602
H -11.454 -2.669 0.117
C 9.957 0.534 1.390
C 10.635 1.884 1.331
O 9.686 2.949 1.118
C 9.020 3.340 2.196
O 9.132 2.907 3.312
O 8.168 4.306 1.829
C 7.362 4.810 2.894
H 9.357 0.370 0.494
H 10.707 -0.255 1.455
H 9.307 0.461 2.261
H 11.308 1.946 0.479
H 11.205 2.087 2.236
H 7.969 5.130 3.736
H 6.657 4.046 3.225
H 6.820 5.658 2.485
*
```

***

Number 1: energy -4867.8013 Eh, LUMO level 0.2 eV. Number 2: energy -3380.5863 Eh, LUMO level -4.1 eV.